1.
ORCA calculation (ωB97M-V with the def2-TZVPD basis set) on a 8-piece molecular cluster, C34H62O27S overall at a distorted geometry.

The geometry in XYZ format:
```
124
C34H62O27S (ωB97M-V with the def2-TZVPD basis set)
C -3.14300 -2.48999 -2.95655
C -3.28135 -2.24028 -1.79362
C -3.31352 -1.72727 -0.42989
C -1.94285 -1.06189 -0.20254
C -1.87839 -0.07613 0.96555
C -0.47990 -0.00915 1.57430
C -0.39281 -0.97387 2.79677
C 0.23445 -0.36992 4.05318
C 0.31398 -1.42072 5.18655
C 1.04248 -2.68448 4.78461
O 0.48892 -3.56766 4.18372
O 2.34067 -2.79334 5.18149
C 3.26503 -2.00740 4.39769
C 4.28035 -2.91909 3.69676
C 0.72843 -0.22770 0.64897
O 1.36244 1.02608 0.38247
S 1.08487 2.01107 1.59549
O 2.17225 1.85491 2.51422
O 0.85533 3.34670 1.17587
O -0.25446 1.35570 2.07875
H -2.69171 -2.53265 -3.92154
H -4.15660 -1.05269 -0.28182
H -3.44825 -2.54121 0.28560
H -1.20801 -1.86107 -0.11547
H -1.70757 -0.50746 -1.10715
H -2.12034 0.91461 0.57628
H -2.62239 -0.28482 1.72997
H -1.38463 -1.33730 3.05959
H 0.19314 -1.83642 2.48244
H 1.22698 0.00478 3.81459
H -0.36066 0.45077 4.44231
H 0.86085 -0.96222 6.00901
H -0.70489 -1.65020 5.48745
H 3.78760 -1.32322 5.06156
H 2.74252 -1.43345 3.63629
H 5.27766 -2.75672 4.09632
H 4.32996 -2.66786 2.63712
H 3.99330 -3.96354 3.76156
H 1.43616 -0.91136 1.12390
H 0.55447 -0.66386 -0.33092
C -4.55685 -2.48098 -7.29812
O -3.63141 -1.53649 -6.75364
C -3.37323 -0.49805 -7.55272
O -3.84047 -0.31272 -8.64293
O -2.50650 0.29335 -6.92304
C -2.12248 1.46335 -7.65147
H -4.67541 -3.26356 -6.55419
H -5.52087 -2.01114 -7.48187
H -4.16712 -2.91396 -8.21722
H -2.98752 2.09299 -7.84945
H -1.63048 1.19072 -8.58283
H -1.42149 2.00223 -7.01976
C 3.45654 4.24920 3.51356
O 4.79152 4.77456 3.44627
C 4.86038 6.10067 3.43934
O 3.92924 6.86136 3.48474
O 6.14770 6.45178 3.37310
C 6.36776 7.86189 3.35742
H 3.54216 3.17663 3.51744
H 2.96993 4.57349 4.43339
H 2.87772 4.56095 2.64854
H 5.98927 8.32102 4.26888
H 5.89906 8.31521 2.48588
H 7.44291 8.00773 3.30258
C -1.42828 -9.68020 6.67908
O -0.27553 -8.85952 6.88389
C -0.49253 -7.55933 6.69276
O -1.54281 -7.06236 6.37717
O 0.64695 -6.90893 6.90945
C 0.54800 -5.49298 6.73279
H -1.11655 -10.70390 6.86490
H -2.21890 -9.41277 7.37746
H -1.78594 -9.59297 5.65479
H -0.16915 -5.07024 7.43596
H 0.26555 -5.25521 5.71320
H 1.53119 -5.07658 6.93493
C 3.22613 0.25413 -4.19113
O 2.05502 -0.20249 -3.50726
C 0.91284 0.26270 -4.00655
O 0.80351 1.00923 -4.94622
O -0.09227 -0.21411 -3.28023
C -1.38100 0.22624 -3.72869
H 4.07554 -0.19615 -3.68660
H 3.21370 -0.06894 -5.23067
H 3.30773 1.33822 -4.13193
H -1.58052 -0.11591 -4.74134
H -1.44892 1.31238 -3.67493
H -2.11831 -0.20467 -3.06408
C -6.62391 -6.84218 2.82442
O -5.57032 -5.87898 2.78513
C -4.34628 -6.40637 2.85865
O -4.08973 -7.57706 2.94825
O -3.46438 -5.41067 2.81166
C -2.09772 -5.83139 2.88486
H -7.55499 -6.28672 2.75733
H -6.55188 -7.52589 1.98062
H -6.60301 -7.39663 3.76069
H -1.84881 -6.47582 2.04303
H -1.90345 -6.34180 3.82674
H -1.48380 -4.93589 2.83761
C 1.47457 3.51888 -6.12564
O 2.56062 4.41598 -5.85192
C 2.23991 5.70390 -5.90579
O 1.15138 6.15572 -6.15339
O 3.33429 6.41732 -5.63416
C 3.13358 7.83068 -5.65443
H 1.86510 2.51869 -6.04905
H 0.67938 3.64849 -5.39584
H 1.09567 3.68029 -7.13538
H 2.40383 8.12705 -4.90296
H 2.81255 8.16010 -6.64096
H 4.09236 8.28377 -5.41961
C -0.44049 5.58202 -0.07744
O -0.78673 6.39855 -1.20471
C -0.42437 5.87518 -2.37325
O 0.13576 4.82131 -2.53311
O -0.78720 6.71496 -3.34378
C -0.45102 6.26525 -4.66020
H -0.78344 6.10246 0.81253
H -0.93498 4.61715 -0.14013
H 0.63466 5.45001 -0.01953
H -0.95212 5.32669 -4.88781
H 0.62539 6.14832 -4.76560
H -0.79674 7.03107 -5.34839
```

As for the charge: 0. As for the SMILES: C#CCCC[C@@]1(CCCC(=O)OCC)COS(=O)(=O)O1.COC(=O)OC.COC(=O)OC.COC(=O)OC.COC(=O)OC.COC(=O)OC.COC(=O)OC.COC(=O)OC. For the HOMO-LUMO gap, the calculation gives 10.02 eV. The calculation puts the HOMO energy at -9.678 eV.

***

2.
ORCA calculation (ωB97M-V with the def2-TZVPD basis set) on C34H63O12Y as an isolated structure at a distorted geometry.

The geometry in XYZ format:
```
110
C34H63O12Y (ωB97M-V with the def2-TZVPD basis set)
Y 21.73071 25.17305 8.03392
C 19.26654 19.60952 6.95040
C 20.02730 20.43752 5.98609
O 20.72833 21.55112 6.51293
H 19.92181 19.24235 7.74027
H 19.05285 18.64797 6.48365
H 18.40990 20.17016 7.32451
H 19.32671 20.62252 5.17180
H 20.85119 19.85108 5.57939
C 14.78853 18.71414 1.69721
C 15.01832 17.58244 0.64388
C 14.24631 18.10788 -0.58853
O 14.36936 19.53033 -0.46803
C 14.74479 19.99274 0.82065
H 15.64726 18.71595 2.36854
H 13.86488 18.49820 2.23418
H 14.55486 16.66367 1.00328
H 16.03126 17.35143 0.31423
H 13.22094 17.73818 -0.59315
H 14.70336 17.74223 -1.50804
H 14.17244 20.85115 1.17228
H 15.76731 20.36482 0.75661
C 24.37145 14.73952 7.40144
C 23.51532 13.47364 7.27194
C 22.08610 14.03880 7.47347
O 22.21080 15.32979 8.08855
C 23.37135 15.85872 7.43198
H 25.16577 14.90046 6.67256
H 24.81853 14.61014 8.38707
H 23.69592 12.71464 8.03312
H 23.59471 12.91272 6.34072
H 21.32883 13.49477 8.03800
H 21.63354 14.18165 6.49221
H 23.74189 16.83075 7.75748
H 23.10982 16.18891 6.42666
C 21.42861 17.25451 0.92438
C 22.94027 17.32058 1.24239
C 23.25291 15.90050 1.60968
O 22.10696 15.10306 1.21466
C 21.26923 15.87818 0.33047
H 21.00894 18.03297 0.28722
H 20.84050 17.27459 1.84189
H 23.06803 18.02584 2.06360
H 23.54962 17.63954 0.39678
H 23.59959 15.77470 2.63540
H 24.05628 15.56444 0.95412
H 20.18688 15.82559 0.44812
H 21.48517 15.82978 -0.73683
C 16.22414 13.76489 5.50403
C 15.29763 12.58107 5.56363
C 14.47770 12.81210 6.84606
O 14.28721 14.27035 6.88005
C 15.56195 14.81512 6.42063
H 16.33799 14.06588 4.46261
H 17.23077 13.56914 5.87347
H 15.78666 11.62321 5.74098
H 14.71505 12.48610 4.64729
H 15.06755 12.44070 7.68406
H 13.56173 12.22652 6.92474
H 16.16909 15.17162 7.25273
H 15.25143 15.58281 5.71188
C 26.43806 20.46371 5.42334
C 26.80509 21.58145 4.56178
C 27.94194 22.23307 5.31932
O 28.71894 21.12333 5.76428
C 27.81063 20.15018 6.07074
H 26.17571 19.59847 4.81455
H 25.68949 20.78560 6.14730
H 25.96202 22.25577 4.41133
H 27.03073 21.34893 3.52105
H 27.77743 22.75956 6.25945
H 28.51565 22.88659 4.66215
H 27.79578 20.32133 7.14712
H 28.18313 19.15470 5.82917
O 19.02427 26.14220 4.34220
C 18.05982 26.24090 3.59322
O 17.57089 27.42585 3.19231
C 16.56588 27.17624 2.26388
C 16.09473 25.72596 2.48753
C 17.38945 25.03838 2.94356
H 16.93907 27.30152 1.24744
H 15.82451 27.89975 2.60302
H 15.75000 25.33775 1.52912
H 15.23817 25.71506 3.16153
H 17.96545 24.81431 2.04573
H 17.33505 24.13182 3.54630
O 12.68044 21.56878 7.17235
C 12.75748 20.97155 8.24028
O 12.24746 21.42387 9.39733
C 12.20775 20.37355 10.39547
C 13.17108 19.33545 9.94442
C 13.22732 19.51039 8.41016
H 11.23567 19.91023 10.56426
H 12.43831 20.70657 11.40742
H 12.89857 18.38908 10.41157
H 14.09228 19.63986 10.44124
H 12.52151 18.86726 7.88451
H 14.19551 19.24730 7.98414
O 20.63853 22.79659 11.25926
C 20.41897 21.76806 11.87780
O 19.17988 21.51079 12.13782
C 19.08346 20.34044 12.97132
C 20.31300 19.59404 12.67545
C 21.33438 20.67343 12.40951
H 18.11327 19.86756 12.81892
H 19.02247 20.67921 14.00555
H 20.16978 18.96561 11.79643
H 20.55527 18.85184 13.43606
H 22.25088 20.32494 11.93341
H 21.53339 21.16540 13.36159
```

As for the charge: +2. For the HOMO-LUMO gap, the calculation gives 1.40 eV. The calculation puts the HOMO energy at -12.519 eV.

***

3.
ORCA calculation (ωB97M-V with the def2-TZVPD basis set) on a 6-piece molecular cluster, C34H64ClF9N9O7 overall at a distorted geometry.

The geometry in XYZ format:
```
124
C34H64ClF9N9O7 (ωB97M-V with the def2-TZVPD basis set)
C -5.16607 -2.02130 0.42046
C -3.58801 -2.32933 0.50004
C -2.97410 -2.81391 -0.92143
O -1.54274 -2.65205 -0.80063
N -0.86935 -3.20896 -1.88430
C -0.85715 -1.99406 -2.77120
N -1.75585 -1.59322 -3.65268
N 0.41684 -1.39528 -2.47543
C 0.51606 0.08956 -2.46109
Cl 0.99043 0.57749 -4.19689
C -0.78781 0.85208 -1.92999
C -0.36162 2.17431 -1.11452
C 1.15022 -2.15018 -1.40702
C 0.54393 -3.63729 -1.56812
C 0.59128 -4.17892 -0.04758
C -0.20478 -5.54331 0.20517
N -1.68066 -5.39374 0.41573
C -2.00675 -5.49841 1.87991
C -3.58556 -5.60050 2.17336
C -2.26904 -6.57097 -0.29538
C -2.77565 -6.49733 -1.81879
O -2.36318 -7.70757 0.24440
C 1.06099 -4.56737 -2.74636
F 1.14728 -3.90922 -4.01101
F 0.02867 -5.54741 -2.94218
C 2.39200 -5.38785 -2.49536
F 2.31266 -6.31805 -1.41599
F 2.57927 -6.21366 -3.64603
C 3.74127 -4.57920 -2.29853
F 4.78105 -5.55684 -2.27046
F 3.85530 -3.92329 -1.03561
C 4.15388 -3.55660 -3.44747
F 4.09513 -4.06055 -4.74440
F 3.46957 -2.33493 -3.43454
F 5.52080 -3.23572 -3.21726
H -5.72032 -2.53273 1.28475
H -5.60691 -2.40286 -0.55858
H -5.35054 -0.89577 0.51986
H -3.28087 -2.99676 1.36444
H -3.08207 -1.30979 0.69717
H -3.32727 -3.88087 -1.08455
H -3.47424 -2.15656 -1.70486
H -1.69870 -0.66196 -4.08651
H -2.50449 -2.21258 -4.00462
H 1.39594 0.36160 -1.77402
H -1.37572 0.18901 -1.19660
H -1.41489 1.15706 -2.83593
H 0.43279 1.91560 -0.33920
H -1.29889 2.52341 -0.56183
H -0.02479 2.98888 -1.83696
H 0.76072 -1.61685 -0.45894
H 2.26991 -2.00785 -1.29475
H 0.34888 -3.36155 0.72265
H 1.70154 -4.42835 0.14876
H -0.04355 -6.34762 -0.58074
H 0.21879 -5.97963 1.18764
H -1.57384 -4.58321 2.42298
H -1.54156 -6.43542 2.36841
H -3.72620 -5.23851 3.25355
H -4.22990 -4.96386 1.48622
H -3.96100 -6.68388 2.07140
H -3.92353 -6.45227 -1.86475
H -2.43860 -7.40516 -2.40992
H -2.42135 -5.51124 -2.29738
C -0.13922 5.35902 -0.43801
O -1.23551 4.82792 -0.46438
N 0.18415 6.45900 0.29489
C 1.51428 7.03017 0.27171
C -0.83465 7.07935 1.12511
H 0.70669 4.97120 -1.03118
H 1.92623 7.01380 1.28425
H 1.45225 8.06219 -0.08245
H 2.16981 6.46427 -0.39041
H -1.19821 6.34916 1.84974
H -1.66947 7.39104 0.49367
H -0.42904 7.94262 1.64694
C 3.47147 3.76361 0.05813
O 3.53232 3.13126 1.09721
N 3.76849 3.27902 -1.17690
C 3.66949 4.09842 -2.37264
C 4.19581 1.90299 -1.30526
H 3.15715 4.81884 0.04163
H 2.95042 3.63977 -3.05820
H 4.64873 4.15019 -2.85038
H 3.33728 5.10851 -2.12902
H 3.40978 1.24737 -0.91812
H 5.10190 1.74967 -0.71404
H 4.39466 1.66128 -2.34997
C 6.35165 6.35856 -4.21760
O 5.49022 5.58337 -3.83678
N 7.53897 6.58066 -3.59277
C 8.51532 7.52036 -4.10728
C 7.83760 5.85456 -2.37335
H 6.22556 6.95933 -5.13219
H 9.44646 6.98821 -4.31664
H 8.69698 8.29291 -3.35623
H 8.15898 7.99087 -5.02466
H 7.81862 4.78174 -2.58080
H 7.07309 6.07951 -1.62546
H 8.81860 6.13648 -1.99069
C -1.07549 8.25040 4.05362
O -2.04626 8.15988 3.32571
N -1.02775 7.84987 5.35363
C 0.16867 7.99085 6.15890
C -2.21201 7.26366 5.95148
H -0.12401 8.68109 3.69950
H 0.48580 7.00305 6.50259
H -0.05438 8.62350 7.02151
H 0.97630 8.44463 5.58257
H -2.49538 6.37235 5.38645
H -3.03234 7.98368 5.90258
H -2.02235 6.99408 6.99070
C -7.16619 -5.60494 4.11907
O -6.29370 -4.79309 3.86783
N -6.97534 -6.79328 4.75578
C -8.06743 -7.70875 5.01942
C -5.63768 -7.15456 5.18372
H -8.21715 -5.42968 3.83816
H -8.14882 -7.86574 6.09784
H -7.86106 -8.66175 4.52609
H -9.01093 -7.30951 4.64459
H -5.26503 -6.39516 5.87570
H -4.97889 -7.18701 4.31267
H -5.64305 -8.12753 5.67548
```

As for the charge: +1. For the HOMO-LUMO gap, the calculation gives 7.42 eV. The calculation puts the HOMO energy at -10.609 eV.

***

4.
ORCA calculation (ωB97M-V with the def2-TZVPD basis set) on a 14-piece molecular cluster, C34H66N14O6 overall at a distorted geometry.

The geometry in XYZ format:
```
120
C34H66N14O6 (ωB97M-V with the def2-TZVPD basis set)
C 18.08903 -15.79272 1.61769
C 16.85461 -15.41266 0.90324
N 15.87095 -15.09351 0.39940
H 18.94540 -15.55203 1.00060
H 18.01474 -16.83886 1.93401
H 18.05007 -15.18253 2.51155
C 22.63131 -16.04034 -0.92577
C 21.55682 -17.04733 -1.13564
N 20.69256 -17.82194 -1.28241
H 23.55034 -16.59244 -0.68020
H 22.25188 -15.35666 -0.20140
H 22.75687 -15.60431 -1.88608
C 15.34143 -17.19171 -6.83515
C 16.65043 -16.75658 -7.12988
N 17.69432 -16.37782 -7.36049
H 14.75717 -16.47032 -6.22863
H 15.26641 -18.05933 -6.18486
H 14.77406 -17.45358 -7.69722
C 18.13179 -11.01542 -6.46476
C 19.02022 -11.00828 -5.28028
N 19.70659 -11.05928 -4.36755
H 17.18528 -11.30592 -6.11635
H 18.43865 -11.75884 -7.17743
H 18.12086 -10.04851 -6.92015
C 14.20492 -11.43941 -4.38128
C 15.33310 -10.52190 -4.24393
N 16.14056 -9.71179 -4.01945
H 13.60704 -11.37423 -3.45803
H 14.56483 -12.46420 -4.47438
H 13.67050 -11.15174 -5.26424
C 19.66079 -18.96830 -4.37005
C 18.30004 -19.47836 -4.34376
N 17.24863 -19.88235 -4.23813
H 19.91144 -18.72214 -5.39872
H 20.34761 -19.78074 -4.07862
H 19.84771 -18.17415 -3.68187
C 15.19971 -11.69769 0.57158
C 16.49190 -11.56830 1.25097
N 17.54933 -11.49776 1.68541
H 15.32127 -11.37229 -0.40813
H 14.53210 -11.02214 1.04622
H 14.86785 -12.74026 0.62387
C 15.09114 -14.00019 -8.71071
C 14.79901 -12.60365 -8.44820
N 14.58733 -11.50818 -8.25743
H 16.16240 -14.22174 -8.53631
H 14.73956 -14.27589 -9.74937
H 14.48438 -14.52640 -8.01282
C 14.02893 -18.57754 -2.63515
O 13.50673 -17.92248 -3.52041
N 15.21355 -18.25962 -2.15418
C 15.95166 -19.04217 -1.19315
C 15.93940 -17.25102 -2.88089
H 13.51719 -19.39978 -2.09321
H 16.75573 -19.64647 -1.65524
H 15.34139 -19.88158 -0.78166
H 16.28924 -18.46411 -0.32728
H 15.55184 -17.31983 -3.94273
H 15.61672 -16.21834 -2.54395
H 17.00835 -17.36272 -2.87728
C 20.19671 -12.92821 -0.16438
O 20.44534 -14.13669 -0.38668
N 20.80255 -11.92221 -0.82284
C 21.73207 -12.20173 -1.96117
C 20.26183 -10.53178 -0.69625
H 19.60896 -12.56139 0.66769
H 22.79055 -12.04634 -1.75911
H 21.56254 -11.46188 -2.72209
H 21.47410 -13.20164 -2.24971
H 19.80550 -10.27967 -1.61749
H 19.53980 -10.53389 0.15614
H 21.01896 -9.75286 -0.49418
C 11.30575 -15.69223 -7.23403
O 12.28981 -15.87212 -7.92177
N 11.24889 -15.09952 -6.01936
C 9.94832 -15.03964 -5.37543
C 12.34647 -14.35682 -5.42674
H 10.28748 -16.00337 -7.59142
H 9.65762 -16.03523 -5.10467
H 9.23972 -14.65629 -6.09824
H 10.05838 -14.37820 -4.51858
H 12.82793 -15.03975 -4.74706
H 13.08504 -14.01791 -6.08979
H 12.09936 -13.40556 -4.91831
C 13.25869 -9.08671 -0.79147
O 12.81283 -9.34340 0.30264
N 12.46110 -8.76994 -1.86400
C 13.13545 -8.19078 -3.05329
C 11.01471 -8.77198 -1.67787
H 14.36217 -9.19422 -0.95795
H 12.81016 -8.73443 -3.89808
H 14.18267 -8.36130 -3.03576
H 12.92051 -7.14598 -3.28340
H 10.67597 -9.63936 -2.22697
H 10.77194 -8.94803 -0.58131
H 10.51641 -7.86261 -2.10693
C 11.88260 -13.85785 -2.16701
O 11.41681 -12.76133 -2.35614
N 11.31388 -14.76772 -1.38429
C 12.19283 -15.78046 -0.76309
C 9.95671 -14.49778 -0.93242
H 12.85322 -14.21678 -2.59032
H 13.12987 -15.83135 -1.31842
H 11.60527 -16.70552 -0.85967
H 12.36529 -15.64661 0.27901
H 9.53357 -15.37104 -0.38023
H 10.05610 -13.70975 -0.16895
H 9.34990 -14.20802 -1.79830
C 17.32422 -14.04977 -4.75478
O 16.33182 -13.51132 -5.15364
N 17.98272 -13.82946 -3.62432
C 19.05418 -14.69032 -3.27307
C 17.47173 -12.94480 -2.61697
H 17.90494 -14.63103 -5.48528
H 19.76901 -14.25159 -2.58596
H 19.58324 -15.01093 -4.15244
H 18.77541 -15.59034 -2.76685
H 16.95146 -12.20315 -3.21898
H 16.84749 -13.40870 -1.80696
H 18.27769 -12.39495 -2.11800
```

As for the charge: 0. For the HOMO-LUMO gap, the calculation gives 9.69 eV. The calculation puts the HOMO energy at -9.143 eV.

***

> Among the records above, which one has the lowest HOMO energy?

C34H63O12Y

***

> HOMO energy of number 4 (C34H66N14O6)?

-9.143 eV

***

> Among the records above, which one has the highest charge?

C34H63O12Y